1.
DFT (the ωB97M-V functional and the def2-TZVPD basis) results for a single C3H7N3Si molecule.

Calculated values
E_HOMO (eV): -9.356
Maximum force (eV Å⁻¹): 4.818
E_LUMO (hartree): 0.0286
Orbital gap (Ha): 0.3725
Energy relative to the best compared isomer or geometry (same formula, charge and spin) (kJ/mol): 253.50
Structure (SMILES): C[SiH2]n1nccn1

```
14
Properties=species:S:1:pos:R:3:nbo_charge:R:1
C 0.45 0.59 2.80 -0.055
C 0.13 1.93 2.35 -0.104
C -0.13 -1.39 -1.44 -1.109
N 0.57 -0.27 1.84 -0.253
N 0.10 1.97 1.10 -0.186
N 0.34 0.81 0.52 -0.448
Si -0.62 0.39 -0.92 1.314
H 0.35 0.23 3.93 0.230
H -0.11 2.80 2.94 0.212
H -1.03 -1.73 -2.04 0.238
H 0.64 -1.37 -2.29 0.242
H 0.27 -2.15 -0.73 0.279
H -0.27 1.57 -1.55 -0.162
H -1.94 0.24 -0.35 -0.196
```


2.
DFT (the ωB97M-V functional and the def2-TZVPD basis) results for a single CH4Cl2P2S molecule.

Calculated values
E_HOMO (eV): -8.719
Maximum force (eV Å⁻¹): 3.466
E_LUMO (hartree): -0.0202
Orbital gap (Ha): 0.3003
Energy relative to the best compared isomer or geometry (same formula, charge and spin) (kJ/mol): 104.15
Structure (SMILES): CS[PH]#P(Cl)Cl

```
10
Properties=species:S:1:pos:R:3:nbo_charge:R:1
C -0.45 0.39 -0.77 -0.646
P 4.26 0.10 0.47 0.540
P 2.53 -1.10 1.36 0.154
S 0.47 -0.05 0.91 -0.181
Cl 3.42 1.77 -0.14 -0.249
Cl 4.08 -0.93 -1.28 -0.298
H -1.37 0.78 -0.15 0.232
H -0.20 1.18 -1.45 0.223
H -0.66 -0.58 -1.22 0.220
H 2.49 -0.27 2.64 0.006
```


3.
DFT (the ωB97M-V functional and the def2-TZVPD basis) results for a molecular structure, H2INS.

Calculated values
E_HOMO (alpha / beta) (eV): -8.735 / -8.939
Maximum force (eV Å⁻¹): 3.733
E_LUMO (alpha / beta) (hartree): -0.0431 / -0.0512
Orbital gap (alpha / beta) (Ha): 0.2779 / 0.2773
Energy relative to the best compared isomer or geometry (same formula, charge and spin) (kJ/mol): 478.13

```
5
Properties=species:S:1:pos:R:3:nbo_charge:R:1
N -0.07 0.88 0.76 -0.943
S -1.41 0.15 0.21 0.306
I 0.90 2.34 -0.26 0.360
H 0.95 -0.57 0.90 0.198
H -0.89 0.16 -1.20 0.079
```


4.
DFT (the ωB97M-V functional and the def2-TZVPD basis) results for 2 unconnected molecules or ions with the total composition C2H4N4O2.

Calculated values
E_HOMO (eV): -9.521
Maximum force (eV Å⁻¹): 5.539
E_LUMO (hartree): -0.0115
Orbital gap (Ha): 0.3384
Energy relative to the best compared isomer or geometry (same formula, charge and spin) (kJ/mol): 756.14

```
12
Properties=species:S:1:pos:R:3:nbo_charge:R:1
C 1.18 0.66 -0.77 0.276
C -0.75 -0.48 -1.00 0.485
H 1.22 2.20 1.59 0.486
H 2.19 1.23 -0.81 0.222
H -1.92 -2.08 -0.16 0.366
H -0.74 -2.08 1.00 0.365
N 0.67 0.75 0.47 -0.055
N 0.45 0.02 -1.73 -0.445
N -1.44 -1.64 -1.11 -0.666
N -0.62 0.12 0.37 -0.008
O 0.52 2.05 0.83 -0.526
O -0.76 -0.75 1.32 -0.501
```